[1]
C18H45F2KNO16P3S2 | ωB97M-V/def2-TZVPD

Structure (XYZ):
```
88
Properties=species:S:1:pos:R:3:lowdin_charge:R:1
K 3.95854 -4.28654 1.17067 0.8076
N 5.84739 -2.43921 1.23605 -0.3578
S 7.37343 -2.42501 1.03329 0.4550
O 8.37088 -2.85106 2.00410 -0.2826
O 7.94531 -1.63534 -0.10618 -0.2976
F 7.20703 -3.84167 0.30003 -0.2497
S 5.91282 -0.92777 2.06027 0.5443
O 5.64798 0.26534 1.27961 -0.2718
O 6.77756 -0.83729 3.22629 -0.2723
F 4.49975 -1.14203 2.73247 -0.2047
C 8.23911 -3.40208 5.56483 -0.0772
C 6.82222 -3.82941 5.69027 -0.2822
O 6.71582 -5.24173 5.59473 -0.1792
P 5.38002 -5.94023 4.95184 0.5407
O 5.02742 -5.56904 3.50219 -0.3271
O 5.60158 -7.46888 5.33630 -0.2191
C 5.40353 -8.57663 4.47116 -0.2317
C 6.82112 -9.09893 4.33741 -0.0678
O 4.26176 -5.44533 6.01356 -0.2099
C 3.99052 -6.19573 7.22131 -0.2854
C 2.96918 -5.38194 7.97855 -0.0535
H 8.75657 -3.71176 4.65685 0.0764
H 8.32171 -2.32566 5.41448 0.0866
H 8.90625 -3.81324 6.32244 0.0771
H 6.31341 -3.57504 6.62006 0.1222
H 6.39267 -3.28060 4.85218 0.1106
H 4.64926 -9.19046 4.96349 0.1259
H 5.14050 -8.12446 3.51488 0.1053
H 7.37976 -8.53452 3.59077 0.0853
H 7.37152 -9.08085 5.27807 0.0837
H 6.96338 -10.12760 4.00621 0.0733
H 3.82051 -7.24920 6.99906 0.1153
H 4.89845 -6.12513 7.82031 0.1159
H 2.09610 -5.67368 7.39484 0.0711
H 2.95289 -5.78306 8.99194 0.0858
H 3.35689 -4.37208 7.84456 0.0914
C 1.65120 -0.80350 0.05119 -0.0443
C 2.08830 -1.69786 -1.03964 -0.3264
O 0.97671 -2.40400 -1.40522 -0.1438
P 1.02835 -3.97170 -1.61058 0.5073
O 2.02167 -4.77659 -0.85194 -0.2850
O -0.45154 -4.54328 -1.53090 -0.1939
C -0.94431 -5.75685 -2.02488 -0.2786
C -1.78138 -6.50983 -0.96468 -0.0515
O 1.06129 -4.09747 -3.26837 -0.2168
C 1.96417 -3.47658 -4.14322 -0.2648
C 2.27523 -4.61769 -5.14039 -0.0552
H 1.16593 -1.44145 0.78987 0.0540
H 2.51392 -0.36501 0.55272 0.0894
H 0.93685 -0.06387 -0.31040 0.0956
H 2.35900 -1.11469 -1.91983 0.1298
H 3.01183 -2.22631 -0.80313 0.1139
H -1.64007 -5.62607 -2.85368 0.1200
H -0.16339 -6.40747 -2.41852 0.1192
H -2.75984 -6.03801 -1.05459 0.0734
H -2.04885 -7.44415 -1.45825 0.0760
H -1.25106 -6.57053 -0.01433 0.0807
H 1.49475 -2.65065 -4.67761 0.1177
H 2.77400 -3.01968 -3.57443 0.1146
H 1.37433 -5.15903 -5.42924 0.0797
H 2.54941 -4.01522 -6.00639 0.0659
H 3.12014 -5.27610 -4.93859 0.0770
C -0.68127 -7.00989 4.34760 -0.0278
C 0.53898 -5.93253 4.07880 -0.2532
O -0.07198 -4.72199 4.10641 -0.1970
P 0.11934 -3.56435 2.96818 0.4659
O 1.41472 -3.74891 2.21842 -0.2941
O -1.18866 -3.61351 2.19502 -0.1379
C -1.48341 -2.74250 1.11724 -0.2561
C -2.88842 -2.13092 1.20252 -0.0544
O -0.12335 -2.22277 3.83284 -0.1726
C -1.13057 -2.13835 4.89112 -0.2311
C -0.57837 -2.36541 6.34574 -0.0646
H -1.53562 -6.58478 4.87436 0.0665
H -1.14222 -7.32341 3.41094 0.0514
H -0.22748 -7.93230 4.71000 0.0584
H 1.39254 -6.07037 4.74252 0.1061
H 0.89509 -6.06543 3.05722 0.1008
H -0.96072 -1.80026 0.95273 0.1064
H -1.32247 -3.30676 0.19864 0.1010
H -3.17095 -1.35392 1.91284 0.0822
H -3.17096 -1.85948 0.18537 0.0811
H -3.51049 -3.01725 1.32721 0.0740
H -1.44544 -1.09704 4.95919 0.1105
H -2.02427 -2.75669 4.80726 0.1151
H 0.37519 -1.83996 6.39781 0.0797
H -1.32841 -2.15181 7.10725 0.0776
H -0.36063 -3.42598 6.47179 0.0546
```

* HOMO energy: -9.394 eV
* net charge: 0
* electronic energy: -4591.73475 hartree

=====

[2]
C18H45IN3O6 | ωB97M-V/def2-TZVPD

Structure (XYZ):
```
73
Properties=species:S:1:pos:R:3:lowdin_charge:R:1
I -0.60682 1.05502 1.16191 -0.2238
C -1.50318 4.19579 -4.65856 -0.1401
O -1.74965 3.50892 -3.47095 -0.1699
C -1.69589 4.33004 -2.32732 -0.2242
C -0.29231 4.70351 -1.87161 -0.2396
N 0.47506 3.56060 -1.44249 -0.0495
C 1.84255 3.89661 -1.17170 -0.2432
C 2.66532 2.68471 -0.78627 -0.2477
O 2.73265 1.82181 -1.90220 -0.1830
C 3.65352 0.78103 -1.70668 -0.1234
H -1.63998 3.48747 -5.47441 0.0855
H -0.49019 4.61525 -4.71838 0.0797
H -2.19558 5.04219 -4.81012 0.0825
H -2.21621 3.83236 -1.50901 0.1223
H -2.22858 5.26692 -2.56118 0.1115
H -0.44936 5.43474 -1.04904 0.1192
H 0.23244 5.23833 -2.66755 0.1050
H 0.05488 3.21405 -0.57892 -0.0146
H 1.92746 4.64514 -0.35104 0.1174
H 2.33989 4.38796 -2.01560 0.1163
H 2.18829 2.14418 0.04199 0.0628
H 3.68111 3.00598 -0.51032 0.1163
H 3.52922 0.08671 -2.53482 0.0743
H 3.47628 0.31001 -0.73225 0.0846
H 4.68632 1.16697 -1.72945 0.0829
C -1.79893 -2.71680 -4.82659 -0.1368
O -1.82567 -1.75279 -3.81418 -0.1753
C -2.16186 -2.24421 -2.52801 -0.2104
C -0.95059 -2.85435 -1.82492 -0.2052
N -0.04460 -1.80714 -1.40262 -0.0482
C 1.32346 -2.22909 -1.18497 -0.2137
C 2.03800 -2.67312 -2.44224 -0.2453
O 1.83807 -1.72813 -3.47362 -0.1867
C 2.56820 -2.02294 -4.60585 -0.1543
H -2.58076 -2.53307 -5.57910 0.0800
H -1.92265 -3.74161 -4.46430 0.0818
H -0.85153 -2.61838 -5.37046 0.0810
H -2.91305 -3.04251 -2.66967 0.1105
H -2.63230 -1.46069 -1.93830 0.1235
H -0.43717 -3.44211 -2.58587 0.1021
H -1.28076 -3.47442 -0.97604 0.1157
H -0.33423 -1.29858 -0.57378 -0.0110
H 1.45825 -2.97301 -0.38192 0.1170
H 1.88211 -1.34020 -0.87077 0.0987
H 1.75581 -3.67775 -2.80310 0.1120
H 3.12444 -2.73593 -2.24547 0.1193
H 2.33002 -3.00056 -5.05128 0.0842
H 3.65136 -1.97388 -4.40835 0.0841
H 2.32020 -1.25950 -5.34667 0.0912
C -3.02749 -4.45024 4.28702 -0.1592
O -2.15740 -3.40959 4.59884 -0.1867
C -1.60537 -2.82223 3.42056 -0.2205
C -0.45342 -1.91341 3.82020 -0.2564
N -0.90323 -0.69242 4.46395 -0.0550
C 0.25485 0.04033 4.95101 -0.2565
C -0.14914 1.30386 5.67903 -0.2490
O -0.82904 1.05574 6.87763 -0.1775
C -0.40959 1.86187 7.93495 -0.1378
H -3.57180 -4.77882 5.17409 0.0796
H -2.54130 -5.30562 3.79982 0.0807
H -3.83710 -4.11578 3.60786 0.0867
H -2.37352 -2.25506 2.88555 0.1248
H -1.19004 -3.63783 2.81371 0.1157
H 0.10698 -1.69132 2.89509 0.0819
H 0.20097 -2.54599 4.42749 0.1187
H -1.23963 -0.11089 3.69082 -0.0125
H 1.04455 0.22124 4.21259 0.0992
H 0.71402 -0.60884 5.71765 0.1201
H -0.80955 1.89606 5.02234 0.1238
H 0.74386 1.93576 5.78748 0.1162
H -1.20370 1.85942 8.68241 0.0814
H -0.23386 2.88350 7.58370 0.0823
H 0.49687 1.46472 8.41030 0.0843
```

* HOMO energy: -4.444 eV
* net charge: -1
* electronic energy: -1626.15995 hartree